[1]
Computed, not measured: a 2-piece molecular cluster, CH4O2 overall, with wB97M-V/def2-TZVPD.

## Properties
SMILES	O=O.C
orbital gap	0.287	hartree
charge	0
2S+1	1
max |F|	0.129	hartree/bohr
electronic energy	-190.77185	Ha
ΔE to the lowest compared entry with this formula, charge and spin	468.7	kJ/mol
HOMO level	-0.39764	Eh

Geometry (Å):
1 O -2.87 0.62 0.00
2 O -3.62 -0.45 0.00
3 C 1.30 -0.03 -0.01
4 H 1.42 0.21 1.07
5 H 2.29 -0.24 -0.41
6 H 0.82 0.81 -0.53
7 H 0.66 -0.92 -0.11

Electronic structure analysis, natural (NBO) charges in units of e:
1 O 0.0006
2 O 0.0001
3 C -0.8522
4 H 0.2124
5 H 0.2123
6 H 0.2134
7 H 0.2134



[2]
Computed, not measured: a 2-piece molecular cluster, CH4O2 overall, with wB97M-V/def2-TZVPD.

## Properties
SMILES	C=O.O
orbital gap	0.395	hartree
charge	0
2S+1	1
max |F|	0.054	hartree/bohr
electronic energy	-190.93130	Ha
ΔE to the lowest compared entry with this formula, charge and spin	50.1	kJ/mol
HOMO level	-0.38542	Eh

Geometry (Å):
1 O -2.56 1.58 1.04
2 O -0.24 1.19 0.12
3 C 0.00 0.00 0.00
4 H -1.90 1.33 0.36
5 H -0.95 -0.57 -0.12
6 H 0.95 -0.58 -0.12
7 H -2.76 2.53 0.85

Electronic structure analysis, natural (NBO) charges in units of e:
1 O -0.9685
2 O -0.5068
3 C 0.2803
4 H 0.4745
5 H 0.1147
6 H 0.1417
7 H 0.4642



[3]
Computed, not measured: one molecule with the formula CH4O2S2, with wB97M-V/def2-TZVPD.

## Properties
SMILES	CO[S@H](=O)=S
orbital gap	0.308	hartree
charge	0
2S+1	1
max |F|	0.082	hartree/bohr
electronic energy	-987.21614	Ha
ΔE to the lowest compared entry with this formula, charge and spin	349.9	kJ/mol
HOMO level	-0.34295	Eh

Geometry (Å):
1 S 1.13 -0.54 -0.07
2 S 1.77 1.45 0.91
3 O -0.45 -0.85 0.06
4 O 1.90 -1.71 0.13
5 C -1.24 0.29 0.17
6 H -2.03 0.09 0.76
7 H -1.69 0.53 -0.77
8 H 1.24 -0.33 -1.62
9 H -0.62 1.07 0.42

Electronic structure analysis, natural (NBO) charges in units of e:
1 S 1.6310
2 S -0.4637
3 O -0.6756
4 O -0.8769
5 C -0.2675
6 H 0.2010
7 H 0.1793
8 H 0.0557
9 H 0.2167



[4]
Computed, not measured: one molecule with the formula CH4O2S3, with wB97M-V/def2-TZVPD.

## Properties
SMILES	C[S@](=O)(=S)OS
orbital gap	0.307	hartree
charge	0
2S+1	1
max |F|	0.125	hartree/bohr
electronic energy	-1385.40682	Ha
ΔE to the lowest compared entry with this formula, charge and spin	211.0	kJ/mol
HOMO level	-0.32158	Eh

Geometry (Å):
1 S 2.49 1.99 -0.25
2 S 0.96 0.39 0.49
3 S 2.85 -1.82 -0.29
4 O 0.79 0.18 1.87
5 O 1.39 -0.98 -0.38
6 C -0.59 0.62 -0.38
7 H 2.51 -2.66 0.85
8 H -0.83 1.56 -0.89
9 H -0.40 -0.14 -1.14
10 H -1.36 0.14 0.30

Electronic structure analysis, natural (NBO) charges in units of e:
1 S -0.5134
2 S 1.8202
3 S 0.3582
4 O -0.8742
5 O -0.8721
6 C -0.8552
7 H 0.1218
8 H 0.2873
9 H 0.2702
10 H 0.2572



[5]
Computed, not measured: a 2-piece molecular cluster, CH4O3 overall, with wB97M-V/def2-TZVPD.

## Properties
SMILES	O=CO.O
orbital gap	0.440	hartree
charge	0
2S+1	1
max |F|	0.023	hartree/bohr
electronic energy	-266.23175	Ha
ΔE to the lowest compared entry with this formula, charge and spin	11.2	kJ/mol
HOMO level	-0.40990	Eh

Geometry (Å):
1 O 1.13 0.45 -1.54
2 O -1.34 0.24 0.02
3 O 0.54 -0.54 0.98
4 C -0.64 -0.32 1.03
5 H 1.87 0.66 -2.12
6 H -1.27 -0.66 1.85
7 H -0.68 0.74 -0.49
8 H 1.46 0.25 -0.65

Electronic structure analysis, natural (NBO) charges in units of e:
1 O -0.9839
2 O -0.6766
3 O -0.6090
4 C 0.6556
5 H 0.4812
6 H 0.1197
7 H 0.5137
8 H 0.4993



[6]
Computed, not measured: a 2-piece molecular cluster, CH4O3 overall, with wB97M-V/def2-TZVPD.

## Properties
SMILES	C=O.OO
orbital gap	0.387	hartree
charge	0
2S+1	1
max |F|	0.062	hartree/bohr
electronic energy	-266.07207	Ha
ΔE to the lowest compared entry with this formula, charge and spin	430.5	kJ/mol
HOMO level	-0.36769	Eh

Geometry (Å):
1 O 1.42 -0.32 -0.46
2 O -1.78 0.63 -0.24
3 O -1.42 -0.71 0.27
4 C 2.08 0.35 0.25
5 H 1.62 1.21 0.80
6 H -2.51 0.68 0.41
7 H -0.40 -0.62 0.23
8 H 3.09 -0.11 0.50

Electronic structure analysis, natural (NBO) charges in units of e:
1 O -0.5150
2 O -0.4644
3 O -0.4889
4 C 0.2842
5 H 0.1255
6 H 0.4624
7 H 0.4778
8 H 0.1184